1.
Here is 7 unconnected molecules or ions with the total composition C33H57N12O3P2S2 from the OMol25 dataset. Energies are from wB97M-V/def2-TZVPD.

The geometry in XYZ format:
```
109
Properties=species:S:1:pos:R:3:mulliken_charge:R:1
N 3.52 -6.16 0.22 -0.3518
C 3.11 -5.71 -1.01 0.2415
N 3.72 -5.99 -2.16 -0.4667
C 3.02 -5.33 -3.08 -0.2679
N 2.02 -4.64 -2.54 -0.0823
P 0.89 -3.52 -3.34 -0.1605
P 1.96 -2.99 -5.18 1.0188
O 1.35 -3.75 -6.25 -0.6305
O 1.80 -1.42 -5.36 -0.4732
O 3.52 -3.28 -5.05 -0.5054
N 2.06 -4.90 -1.21 0.4820
C 1.18 -4.34 -0.18 -0.5291
C -0.31 -4.43 -0.50 -0.2490
C -1.17 -4.31 0.77 -1.0253
S -1.71 -2.61 1.07 -0.0733
C -0.13 -1.81 1.21 0.3120
S 0.88 -2.11 2.43 -0.1463
N 0.18 -0.90 0.21 0.5981
C -0.48 -0.68 -0.98 -0.2550
C 0.19 0.31 -1.62 -1.3346
N 1.26 0.70 -0.85 -0.3099
C 1.25 -0.01 0.24 -0.3837
H 3.00 -6.88 0.67 0.2380
H 4.31 -5.73 0.66 0.1933
H 3.30 -5.37 -4.11 0.6234
H 1.08 -2.35 -2.55 0.0539
H 1.76 -0.94 -4.52 0.3464
H 4.02 -2.48 -4.84 0.3425
H 1.50 -3.34 0.06 0.0969
H 1.38 -4.93 0.70 0.3643
H -0.57 -3.60 -1.14 0.1917
H -0.52 -5.32 -1.09 0.5813
H -0.62 -4.70 1.61 0.4580
H -2.09 -4.87 0.62 0.3744
H -1.36 -1.21 -1.29 0.5881
H -0.04 0.76 -2.57 0.6415
H 1.96 0.08 1.04 0.2206
C -3.78 0.54 3.70 -0.8106
C -3.97 1.88 3.01 -0.3565
C -4.69 1.75 1.66 -0.0358
C -3.92 0.91 0.74 0.3269
N -3.29 0.27 0.04 -0.4121
H -3.16 -0.14 3.11 0.0999
H -3.30 0.67 4.67 0.4141
H -4.75 0.07 3.87 0.0518
H -3.00 2.36 2.86 0.3172
H -4.55 2.54 3.65 0.2955
H -4.82 2.74 1.20 -0.0046
H -5.68 1.31 1.78 0.0941
C -8.28 -2.78 1.20 -1.2474
C -6.84 -2.86 1.69 -0.2667
C -6.66 -2.32 3.12 -0.3807
C -7.04 -0.91 3.20 0.2586
N -7.34 0.19 3.26 -0.4888
H -8.63 -1.75 1.15 0.3625
H -8.36 -3.20 0.20 0.3529
H -8.95 -3.33 1.86 0.3094
H -6.19 -2.30 1.01 0.2129
H -6.51 -3.90 1.67 0.3117
H -5.62 -2.41 3.43 0.2647
H -7.28 -2.89 3.82 0.3586
C 7.65 -1.81 -3.30 -1.2225
C 7.19 -2.69 -2.15 -0.6399
C 5.85 -3.38 -2.43 -0.1125
C 4.76 -2.43 -2.65 0.3802
N 3.88 -1.73 -2.88 -0.4691
H 6.95 -0.99 -3.48 0.3405
H 8.62 -1.37 -3.08 0.3730
H 7.75 -2.38 -4.23 0.3104
H 7.11 -2.10 -1.24 0.3217
H 7.94 -3.47 -1.96 0.3839
H 5.56 -4.02 -1.59 0.0834
H 5.92 -4.01 -3.32 0.3876
C 2.45 3.16 -3.00 -0.6853
C 1.89 4.41 -2.33 -0.2102
C 2.38 5.70 -2.98 -0.5166
C 3.84 5.80 -2.90 0.2400
N 4.98 5.86 -2.82 -0.4334
H 3.54 3.12 -2.92 0.3768
H 2.06 2.26 -2.51 -0.1238
H 2.18 3.12 -4.06 0.3671
H 2.17 4.40 -1.27 0.1286
H 0.80 4.38 -2.37 0.3160
H 1.95 6.57 -2.48 0.3195
H 2.09 5.74 -4.03 0.2974
C -7.15 6.05 2.91 -1.1268
C -6.26 7.01 2.14 -0.4435
C -4.95 6.37 1.67 -0.2721
C -4.16 5.89 2.81 0.2689
N -3.55 5.51 3.70 -0.4809
H -6.67 5.70 3.82 0.3473
H -8.08 6.53 3.19 0.3312
H -7.40 5.17 2.30 0.2863
H -6.03 7.88 2.76 0.2968
H -6.79 7.38 1.26 0.3185
H -4.34 7.08 1.11 0.3108
H -5.15 5.52 1.01 0.1825
C 3.96 3.62 1.66 -1.0676
C 4.75 3.31 2.93 -0.5630
C 4.98 1.81 3.15 -0.4438
C 3.71 1.09 3.26 0.2355
N 2.70 0.55 3.33 -0.3977
H 2.96 3.18 1.69 0.3092
H 3.85 4.69 1.53 0.3804
H 4.48 3.22 0.78 0.3275
H 4.21 3.72 3.79 0.3170
H 5.72 3.81 2.89 0.3316
H 5.55 1.64 4.06 0.3333
H 5.54 1.39 2.31 0.2558
```

## Properties
**LUMO energy**: -3.21 eV
**2S+1**: 1
**DFT total energy**: -3653.3073 hartree
**Frontier orbital gap**: 0.2925 hartree
**Charge**: +1
**Molar mass**: 796.0 g/mol
**F_max**: 1.4 eV/A

---

2.
Here is C5H11NO2 in the gas phase from the OMol25 dataset. Energies are from wB97M-V/def2-TZVPD.

The geometry in XYZ format:
```
19
Properties=species:S:1:pos:R:3:nbo_charge:R:1
N 2.65 -1.09 0.08 -0.8415
C 1.59 -0.97 -0.94 -0.2071
C 0.15 -0.89 -0.39 -0.4207
C -0.05 0.03 0.83 -0.4001
C -1.43 0.68 1.04 -0.5131
C -2.02 1.11 -0.29 0.8041
O -2.78 0.46 -0.95 -0.5792
O -1.54 2.33 -0.66 -0.7045
H 2.86 -0.20 0.50 0.3592
H 2.39 -1.80 0.75 0.3500
H 1.53 -1.81 -1.65 0.1901
H 1.86 -0.03 -1.42 0.1862
H -0.24 -1.89 -0.11 0.1992
H -0.41 -0.49 -1.25 0.2077
H 0.23 -0.64 1.67 0.2106
H 0.70 0.82 0.92 0.2022
H -1.24 1.56 1.68 0.2291
H -2.18 0.12 1.59 0.2326
H -2.06 2.70 -1.40 0.4952
```

## Properties
**LUMO energy**: 0.71 eV
**2S+1**: 1
**Energy above the lowest of the compared OMol25 structures with the same formula, charge and spin**: 74.9 kJ/mol
**Structure (SMILES)**: NCCCCC(=O)O
**DFT total energy**: -402.3496 hartree
**Frontier orbital gap**: 0.3625 hartree
**Charge**: 0
**Molar mass**: 117.1 g/mol
**F_max**: 1.6 eV/A

---

3.
Here is 2 unconnected molecules or ions with the total composition C4H9NO2 from the OMol25 dataset. Energies are from wB97M-V/def2-TZVPD.

The geometry in XYZ format:
```
16
Properties=species:S:1:pos:R:3:nbo_charge:R:1
C 1.23 -1.10 0.94 -0.6078
C 0.03 -0.21 0.65 -0.2074
C 0.45 1.23 0.44 0.4691
O -0.35 2.16 0.45 -0.5486
N -0.68 -0.72 -0.53 -0.5230
C -1.83 -0.24 -0.81 0.4427
O -2.49 0.75 -0.21 -0.6984
H 0.90 -2.13 1.09 0.2315
H 1.77 -0.77 1.83 0.2085
H 1.92 -1.09 0.09 0.2189
H -0.65 -0.20 1.52 0.2121
H 1.52 1.46 0.34 0.1376
H -2.38 -0.69 -1.64 0.1664
H -1.82 1.37 0.24 0.5067
H 1.49 0.31 -2.32 -0.0283
H 0.91 -0.13 -2.08 0.0198
```

## Properties
**LUMO energy**: 0.41 eV
**2S+1**: 1
**Energy above the lowest of the compared OMol25 structures with the same formula, charge and spin**: 251.8 kJ/mol
**Structure (SMILES)**: C[C@@H](C=O)/N=C\O.[H][H]
**DFT total energy**: -362.9896 hartree
**Frontier orbital gap**: 0.3775 hartree
**Charge**: 0
**Molar mass**: 103.1 g/mol
**F_max**: 1.3 eV/A

---

Q: What is the charge in the second record?
A: 0